{"formula": "C22H42LuNP3Se", "method": "wB97M-V/def2-TZVPD", "elements": ["Lu", "P", "P", "P", "H", "C", "C", "H", "C", "C", "C", "C", "C", "C", "C", "C", "C", "H", "H", "H", "H", "H", "H", "H", "H", "H", "H", "H", "H", "H", "H", "H", "H", "H", "H", "H", "H", "H", "H", "H", "H", "H", "H", "H", "H", "H", "C", "C", "C", "C", "C", "C", "Se", "H", "H", "H", "H", "H", "H", "C", "C", "C", "N", "C", "C", "H", "H", "H", "H", "H"], "coordinates": [[0.285088, 0.833869, 0.876035], [-1.316671, -2.045662, 1.272066], [2.027062, -1.232852, 0.930620], [-2.287924, 0.769892, -0.314949], [3.025345, 3.050908, -2.308467], [2.151578, 3.458114, -1.737799], [1.678845, 2.932111, -0.570870], [2.320435, 2.269695, 0.073379], [-1.483113, -3.358364, 0.000345], [-0.579859, -3.110887, 2.558276], [-3.053598, -2.095081, 1.827026], [3.484709, -0.498226, 0.091517], [2.876441, -1.626672, 2.510111], [2.225341, -2.861980, 0.115667], [-2.158763, 2.191482, -1.475340], [-3.684857, 1.413255, 0.679351], [-3.221118, -0.286684, -1.492432], [1.750029, 4.437645, -2.164261], [0.771317, 3.449687, -0.251668], [-1.956861, -4.245598, 0.450326], [-0.496899, -3.629436, -0.387080], [-2.084210, -2.982491, -0.834183], [-1.261296, -3.955735, 2.749600], [-0.426751, -2.533547, 3.476536], [0.399443, -3.456780, 2.219206], [-3.234212, -3.048977, 2.342743], [-3.722165, -2.009781, 0.966464], [-3.238874, -1.265253, 2.513392], [4.349330, -1.101983, 0.384516], [3.676609, 0.544846, 0.371289], [3.354215, -0.590932, -0.989255], [3.825305, -2.108859, 2.243221], [2.290869, -2.309575, 3.140796], [3.147541, -0.714949, 3.062509], [3.286658, -3.106292, 0.242466], [2.033493, -2.775767, -0.963006], [1.649312, -3.676312, 0.571727], [-3.175458, 2.386658, -1.825879], [-1.546654, 1.921941, -2.339770], [-1.762399, 3.093865, -0.998131], [-4.388204, 1.927944, 0.005931], [-3.354322, 2.153769, 1.427504], [-4.238356, 0.596453, 1.168712], [-3.898666, 0.399405, -1.998474], [-3.835502, -1.046540, -1.009388], [-2.584419, -0.730100, -2.271841], [1.152225, -0.098086, -3.971411], [2.086197, 0.949694, -3.978743], [2.302418, 1.583363, -5.208080], [1.506448, 1.240197, -6.299089], [0.466287, 0.305117, -6.258797], [0.273521, -0.292822, -5.024092], [0.242840, -1.157919, -2.443473], [-0.216384, 0.291811, -2.354579], [2.651240, 1.212254, -3.033253], [3.099301, 2.330271, -5.310904], [1.675788, 1.714234, -7.241603], [-0.157384, -0.002392, -7.085454], [-0.600387, -0.921553, -4.816320], [-0.136430, 2.046367, 5.501325], [-0.933493, 0.905833, 5.297699], [-0.987225, 0.373502, 4.016179], [-0.276552, 0.948698, 2.982278], [0.517164, 2.066621, 3.182464], [0.581954, 2.638368, 4.453326], [-0.058767, 2.485667, 6.498596], [-1.501397, 0.431449, 6.119280], [-1.591414, -0.500618, 3.749459], [1.078731, 2.484705, 2.305635], [1.207508, 3.539017, 4.581018]], "atomic_forces_ev_per_a": [[-1.37, -1.93, -1.56], [-0.02, -0.92, -0.16], [2.07, -0.72, 0.05], [-0.86, 1.31, -0.82], [-0.68, 0.55, 1.00], [0.40, 0.23, 0.07], [0.32, 0.55, -1.19], [-0.59, 0.33, -0.67], [0.31, 0.32, -0.45], [0.20, 0.37, 0.38], [-0.09, 0.48, 0.28], [0.01, 0.35, -0.17], [-0.15, 0.19, 0.46], [-0.41, -0.32, -0.30], [0.26, 0.08, 0.03], [-0.21, 0.04, 0.55], [0.35, -0.58, -0.13], [0.07, -1.76, 0.49], [0.19, -0.06, 0.89], [0.12, 0.36, -0.18], [-0.18, -0.08, -0.01], [0.04, -0.23, 0.08], [0.46, 0.24, -0.02], [-0.02, -0.28, 0.04], [-0.20, -0.17, 0.17], [-0.06, 0.31, -0.21], [0.00, 0.00, 0.22], [-0.33, -0.16, 0.02], [-0.04, 0.22, -0.09], [0.09, -0.18, -0.10], [0.03, 0.22, 0.03], [-0.29, -0.03, 0.07], [0.19, 0.32, -0.08], [-0.27, -0.25, -0.01], [-0.18, 0.07, 0.04], [-0.09, -0.15, 0.45], [0.04, 0.29, -0.26], [0.19, 0.20, -0.02], [0.02, 0.18, 0.03], [-0.05, -0.05, -0.13], [0.26, -0.23, 0.14], [-0.13, -0.37, -0.18], [0.29, 0.32, -0.01], [-0.08, 0.05, 0.07], [0.22, -0.06, 0.01], [-0.18, 0.03, 0.40], [-1.10, 0.29, 0.19], [0.56, -0.88, 1.26], [-0.19, -0.14, 0.42], [-0.26, -0.21, -0.76], [0.87, 0.29, 1.23], [-0.49, -0.79, -0.26], [1.19, 2.74, 0.25], [-0.35, -1.13, 0.55], [-0.54, -0.54, -1.50], [-0.47, -0.29, 0.02], [0.30, 0.36, -0.39], [0.08, 0.45, -0.19], [0.48, 0.03, -0.66], [-0.02, -0.07, 0.07], [0.14, 0.08, -0.11], [0.72, 0.83, -0.89], [0.33, 0.61, 0.73], [-1.44, -1.26, 1.36], [0.59, 0.43, -0.75], [-0.08, -0.13, -0.30], [0.44, 0.41, -0.57], [0.33, 0.44, 0.15], [-0.24, -0.01, 0.72], [-0.48, -0.61, 0.21]], "nbo_charge": [1.619, 0.843, 0.701, 0.732, 0.232, -0.170, -0.638, 0.212, -0.925, -0.933, -0.938, -0.921, -0.916, -0.899, -0.922, -0.927, -0.910, 0.259, 0.232, 0.263, 0.242, 0.245, 0.264, 0.231, 0.234, 0.267, 0.249, 0.226, 0.269, 0.229, 0.263, 0.264, 0.260, 0.250, 0.265, 0.264, 0.255, 0.264, 0.248, 0.238, 0.269, 0.250, 0.262, 0.264, 0.256, 0.265, -0.082, -0.278, -0.190, -0.169, -0.169, -0.262, 0.052, 0.098, 0.206, 0.245, 0.243, 0.256, 0.223, -0.075, -0.180, 0.079, -0.653, -0.010, -0.189, 0.280, 0.285, 0.238, 0.188, 0.281], "gap_ev": 6.8, "fmax_ev_per_a": 2.99, "homo_ev": -16.36, "total_charge": 3, "relative_energy_kj_mol": 24.47, "e_tot_ha": -5578.23409}